No. 1
Computed, not measured: a cluster of 2 separate species, C3H11N2O in total at a distorted geometry, with ωB97M-V/def2-TZVPD.

```
17
Properties=species:S:1:pos:R:3:forces:R:3
C 2.685 -0.868 0.504 -1.1 -1.2 -1.4
C 1.359 -1.169 1.266 1.9 0.2 3.7
N 0.317 -1.029 0.397 -2.3 0.3 -6.8
C -0.362 0.056 0.141 0.6 0.0 -3.1
N -0.607 0.482 -1.128 2.0 -3.6 2.1
H 2.580 -1.760 -0.305 0.9 2.5 1.1
H 3.555 -1.115 1.088 0.2 0.0 0.3
H 2.802 0.198 0.092 -0.4 -1.8 0.4
H 1.089 -0.573 2.216 0.9 -1.0 -1.3
H 1.282 -2.237 1.437 0.9 -0.2 1.1
H 0.571 -1.491 -0.562 -0.7 0.5 2.2
H -0.676 0.618 0.944 -0.8 1.5 1.6
H 0.034 0.139 -1.847 -0.6 0.0 0.2
H -0.900 1.376 -1.272 -1.5 2.8 -0.3
H -4.637 2.179 -1.688 0.0 -0.3 -0.7
H -4.894 2.785 -0.407 -1.8 1.2 1.8
O -4.199 2.409 -0.876 1.9 -1.0 -1.0
```
Forces are in eV/Å.

Calculated values
- multiplicity = 1
- DFT total energy (Ha) = -305.364188
- net charge = +1
- HOMO energy (Ha) = -0.5319
- energy relative to the best compared isomer or geometry (same formula, charge and spin) (kcal/mol) = 55.6


No. 2
Computed, not measured: a cluster of 8 separate species, C32H88N8O8 in total at a distorted geometry, with ωB97M-V/def2-TZVPD.

```
136
Properties=species:S:1:pos:R:3:forces:R:3
C -2.912 -3.019 -2.281 0.7 -0.2 -0.1
C -2.895 -3.312 -0.772 0.5 -1.4 -0.6
C -2.574 -4.763 -0.397 -0.5 -1.3 -1.0
O -3.469 -5.655 -1.095 -0.3 0.7 0.9
C -2.897 -6.564 -1.974 -0.3 -0.6 -0.4
N -1.870 -2.563 -0.092 0.8 1.4 -2.1
H -3.596 -3.688 -2.831 0.3 0.2 0.4
H -1.886 -3.092 -2.743 -0.9 0.0 0.5
H -3.282 -1.992 -2.403 0.2 -0.2 -0.1
H -3.889 -3.153 -0.415 -0.9 0.6 0.4
H -2.660 -5.035 0.687 0.0 0.7 -0.7
H -1.555 -4.982 -0.713 0.3 0.1 0.0
H -3.687 -7.241 -2.314 0.0 0.0 0.2
H -2.126 -7.186 -1.508 0.2 0.2 -0.1
H -2.546 -6.083 -2.885 0.5 0.2 -0.1
H -2.135 -2.471 0.831 -0.5 0.4 2.5
H -1.787 -1.606 -0.463 0.0 -0.5 0.2
C 0.588 -1.928 -4.057 0.2 -0.1 -1.6
C 1.609 -0.826 -4.091 0.3 0.6 -2.9
C 3.021 -1.290 -3.863 -0.2 2.1 0.9
O 3.164 -1.672 -2.488 1.1 -0.1 -1.3
C 4.536 -1.988 -2.269 -0.3 0.1 1.2
N 1.686 -0.240 -5.523 0.0 -0.1 1.7
H -0.412 -1.562 -4.309 0.1 0.0 0.3
H 0.658 -2.309 -3.088 -0.5 -0.9 1.7
H 0.808 -2.770 -4.764 0.1 0.8 0.4
H 1.407 -0.048 -3.359 -0.4 0.1 0.2
H 3.653 -0.368 -4.004 -0.2 -0.8 -0.1
H 3.291 -1.998 -4.628 0.3 -0.8 0.1
H 4.812 -2.888 -2.807 0.0 -0.4 0.2
H 4.653 -2.066 -1.172 0.1 -0.4 -0.6
H 5.230 -1.213 -2.600 -0.2 0.4 -0.2
H 2.097 0.693 -5.427 -0.3 -0.3 -0.3
H 0.755 -0.144 -5.924 0.2 0.1 0.2
C -5.354 3.084 -3.168 -0.4 -1.1 -1.1
C -6.190 2.325 -2.120 -1.3 -0.6 -1.4
C -5.472 2.113 -0.785 -2.0 0.4 0.9
O -4.358 1.358 -0.961 2.1 -0.9 0.1
C -3.755 0.946 0.288 -1.2 -0.2 -1.2
N -7.463 3.084 -2.070 0.3 0.5 1.4
H -4.888 3.988 -2.779 0.1 0.0 0.2
H -6.035 3.373 -4.032 0.8 -0.4 1.1
H -4.592 2.387 -3.555 0.0 0.6 0.1
H -6.514 1.296 -2.561 0.9 1.5 0.8
H -6.146 1.656 0.019 0.3 0.2 -1.1
H -5.229 3.076 -0.347 0.2 0.7 0.0
H -2.891 0.331 0.044 -0.1 0.0 0.1
H -4.567 0.393 0.766 0.4 -0.4 0.6
H -3.470 1.775 0.924 0.1 0.4 0.0
H -7.267 4.085 -1.863 -0.1 -0.9 -0.2
H -8.009 2.756 -1.271 -0.1 0.1 -0.2
C -1.242 4.872 0.499 -0.3 0.2 0.8
C -0.818 6.103 -0.224 -1.3 1.7 0.0
C -0.633 5.935 -1.677 -0.1 -1.9 -1.6
O 0.163 4.744 -2.032 -0.7 1.9 1.1
C -0.046 4.337 -3.356 -1.4 1.1 -0.1
N -1.853 7.170 -0.058 -0.2 0.0 0.1
H -2.147 5.140 1.139 1.4 -0.8 -0.4
H -0.332 4.506 1.023 -1.1 -0.2 0.2
H -1.493 4.180 -0.285 -0.4 -0.8 0.1
H 0.083 6.488 0.164 1.1 0.5 0.8
H -0.174 6.860 -2.021 0.2 -0.1 -0.7
H -1.648 5.799 -2.122 0.6 0.2 0.0
H 0.008 5.204 -4.047 0.2 -0.5 0.1
H -1.079 3.903 -3.491 0.9 0.1 0.1
H 0.743 3.649 -3.514 0.5 -0.9 -0.8
H -2.778 6.750 -0.207 0.5 0.4 -0.1
H -1.762 7.985 -0.684 0.1 -0.8 0.3
C 1.497 -1.379 6.281 -0.5 -0.1 1.0
C 0.211 -0.577 6.285 0.5 1.1 0.0
C -0.308 -0.398 4.868 1.5 -1.2 -0.8
O -1.380 0.452 4.895 -1.7 0.5 -0.3
C -2.252 0.256 3.794 -0.4 0.7 0.2
N -0.749 -1.130 7.197 0.6 -0.3 0.5
H 1.313 -2.415 5.948 0.2 0.3 0.2
H 1.889 -1.352 7.308 0.0 -0.4 -0.3
H 2.212 -0.902 5.644 0.5 0.1 -0.5
H 0.411 0.430 6.711 0.2 -0.3 -0.5
H -0.583 -1.422 4.483 0.1 0.7 0.1
H 0.476 0.035 4.168 -0.4 -0.5 0.7
H -3.058 1.017 3.910 0.5 -0.7 -0.3
H -2.667 -0.760 3.766 0.0 0.1 0.2
H -1.726 0.404 2.841 0.0 0.2 0.0
H -0.834 -2.123 7.121 -0.3 -0.5 -0.2
H -1.628 -0.675 7.129 -0.8 0.2 -0.1
C 2.978 -0.824 1.462 -0.8 0.5 -0.5
C 1.579 -0.855 0.818 -0.5 -0.4 0.1
C 1.311 0.474 0.163 0.1 1.4 -0.7
O 0.020 0.509 -0.541 1.7 -1.5 1.1
C -0.077 1.636 -1.305 -0.6 1.9 -2.4
N 1.440 -1.977 -0.114 -0.5 0.0 0.4
H 3.009 -1.555 2.271 0.3 0.0 -0.2
H 3.063 0.191 1.872 0.5 -0.2 0.1
H 3.751 -0.997 0.681 -0.4 0.1 0.7
H 0.816 -0.961 1.603 0.2 -0.3 0.0
H 2.206 0.695 -0.493 -1.1 -0.2 -0.1
H 1.327 1.351 0.857 -0.2 -0.7 -0.1
H 0.550 1.634 -2.297 -0.8 -0.3 1.7
H 0.231 2.527 -0.729 -0.2 -0.1 -0.3
H -1.155 1.795 -1.659 1.3 -0.3 0.6
H 1.891 -1.741 -0.995 -0.1 -0.2 0.1
H 0.442 -2.151 -0.290 0.6 0.0 0.0
C 4.393 4.350 -2.557 -1.3 1.2 0.8
C 4.504 2.860 -2.364 0.9 0.9 2.5
C 5.106 2.574 -0.930 -0.3 -0.4 -0.6
O 4.363 3.169 0.123 0.8 0.1 0.6
C 5.127 3.333 1.383 -0.3 -0.4 -2.6
N 3.260 2.256 -2.644 -2.4 -1.6 0.5
H 5.274 4.910 -2.259 0.4 -0.2 -0.4
H 3.609 4.808 -1.891 0.5 -0.8 -0.4
H 4.042 4.605 -3.551 0.4 0.0 -0.4
H 5.247 2.473 -3.016 0.8 -0.5 -0.9
H 6.118 2.953 -0.915 0.5 0.3 -0.1
H 5.223 1.465 -0.847 -0.4 0.4 0.4
H 5.343 2.331 1.723 0.2 -0.1 0.6
H 4.481 3.893 2.011 -0.6 0.2 0.8
H 6.052 3.919 1.239 -0.2 -0.3 -0.2
H 2.514 2.714 -2.082 0.7 -0.5 -0.5
H 3.207 1.230 -2.408 0.3 1.5 -0.3
C -0.058 -6.030 2.431 1.0 1.6 -0.9
C 0.018 -4.770 3.285 0.3 -0.2 2.2
C 1.379 -4.098 3.415 -0.3 -0.5 -3.5
O 2.202 -4.893 4.145 0.9 -1.7 1.5
C 3.505 -4.390 4.263 -1.0 1.8 0.5
N -1.042 -3.846 2.944 0.9 1.3 -1.5
H -0.226 -5.674 1.390 0.0 -0.5 0.5
H -0.909 -6.499 2.820 -1.3 -1.3 0.0
H 0.807 -6.682 2.418 0.2 -0.1 0.4
H -0.198 -4.976 4.356 0.1 -0.6 -0.4
H 1.273 -3.146 3.867 -0.2 1.4 0.3
H 1.841 -4.040 2.373 -0.6 0.7 0.8
H 3.965 -4.285 3.293 0.2 0.2 -0.6
H 4.080 -5.079 4.833 0.4 -0.5 0.7
H 3.448 -3.364 4.774 0.4 -1.2 -0.6
H -1.897 -4.354 2.859 -0.7 -0.4 0.1
H -0.838 -3.557 1.972 -0.3 0.1 0.5
```
Forces are in eV/Å.

Calculated values
- multiplicity = 1
- DFT total energy (Ha) = -2311.747171
- HOMO energy (Ha) = -0.3253
- energy relative to the best compared isomer or geometry (same formula, charge and spin) (kcal/mol) = 67.4


No. 3
Computed, not measured: a structure of composition C23H31AsCl2N2O2Sr at a distorted geometry, with ωB97M-V/def2-TZVPD.

```
62
Properties=species:S:1:pos:R:3:forces:R:3
Sr -0.247 0.150 0.219 -0.1 -0.9 -0.4
O 1.162 -0.068 -1.519 0.7 0.0 -1.2
C 0.947 0.285 -2.743 -0.1 0.4 0.4
C 1.412 -0.508 -3.821 -0.1 0.2 -0.1
C 1.217 -0.130 -5.128 0.0 0.0 -0.1
C 0.549 1.059 -5.466 0.1 -0.1 0.2
C 0.078 1.842 -4.438 0.0 0.0 -0.1
C 0.239 1.493 -3.087 -0.3 0.4 0.4
C -0.367 2.445 -2.129 0.4 -0.2 0.0
N -0.454 2.318 -0.857 -0.5 0.9 0.2
C -1.192 3.325 -0.033 0.3 -0.6 -0.1
C -1.044 3.024 1.490 -0.4 -0.5 -0.3
N -1.401 1.616 1.790 0.0 1.1 -0.2
C -2.473 1.301 2.406 0.1 -0.5 0.2
C -2.980 -0.070 2.640 0.2 0.7 -0.1
C -4.225 -0.126 3.281 -0.1 -0.1 0.0
C -4.877 -1.314 3.525 0.2 -0.1 -0.1
C -4.253 -2.496 3.105 0.0 -0.1 0.0
C -3.024 -2.490 2.480 -0.1 0.1 0.1
C -2.324 -1.286 2.225 0.2 0.5 0.0
O -1.174 -1.289 1.635 -1.1 -0.8 1.1
H 1.930 -1.425 -3.568 0.0 0.0 0.0
H 1.593 -0.771 -5.920 0.0 0.0 0.0
H 0.409 1.349 -6.499 0.0 0.0 0.0
H -0.449 2.765 -4.664 0.0 0.0 0.0
H -0.776 3.354 -2.589 0.0 -0.1 -0.2
H -2.257 3.284 -0.273 0.0 -0.1 -0.1
H -0.851 4.341 -0.245 0.1 0.0 0.0
H -1.657 3.741 2.047 -0.1 0.0 0.0
H -0.001 3.179 1.777 0.0 -0.1 0.0
H -3.102 2.103 2.815 -0.1 -0.1 0.0
H -4.684 0.811 3.584 0.0 0.0 0.0
H -5.838 -1.333 4.018 0.0 0.0 0.0
H -4.745 -3.446 3.278 0.0 0.0 0.0
H -2.547 -3.412 2.172 0.0 0.0 0.0
Cl -1.228 -2.519 -1.445 -0.3 0.3 -0.1
C -2.869 -1.848 -1.494 0.1 0.4 0.1
Cl -2.925 -0.048 -1.256 0.0 -0.7 -0.2
H -3.447 -2.286 -0.691 0.0 0.0 0.1
H -3.288 -2.037 -2.471 0.0 0.0 0.0
C 2.380 1.349 4.113 0.0 0.2 0.2
C 2.871 0.066 3.454 0.0 -0.1 0.4
As 2.330 0.020 1.607 0.8 0.1 -0.1
C 3.121 -1.650 0.944 -0.1 0.0 0.1
C 4.392 -2.141 1.620 0.2 -0.2 0.0
C 3.507 1.391 0.829 -0.1 0.0 0.0
C 4.946 1.480 1.310 0.2 0.1 0.0
H 2.659 1.396 5.168 0.0 -0.1 0.0
H 1.293 1.443 4.060 0.0 -0.1 0.0
H 2.799 2.240 3.638 0.0 -0.1 -0.1
H 2.430 -0.812 3.929 0.0 0.0 0.1
H 3.953 -0.038 3.531 0.0 0.0 0.0
H 3.245 -1.494 -0.128 0.1 0.0 0.0
H 2.333 -2.400 1.044 0.0 0.0 0.0
H 5.212 -1.427 1.557 0.0 0.0 -0.1
H 4.738 -3.068 1.156 0.0 0.0 0.0
H 4.241 -2.357 2.679 -0.1 0.0 0.0
H 2.985 2.336 0.991 0.0 0.0 0.0
H 3.451 1.209 -0.247 0.0 0.0 0.0
H 5.027 1.604 2.392 -0.1 0.0 0.0
H 5.451 2.337 0.857 0.0 0.0 0.0
H 5.527 0.597 1.046 -0.1 0.0 0.0
```
Forces are in eV/Å.

Calculated values
- multiplicity = 1
- DFT total energy (Ha) = -4341.950323
- HOMO energy (Ha) = -0.2708
- energy relative to the best compared isomer or geometry (same formula, charge and spin) (kcal/mol) = 22.0


No. 4
Computed, not measured: a cluster of 11 separate species, C26H70F2N3O32S10 in total at a distorted geometry, with ωB97M-V/def2-TZVPD.

```
143
Properties=species:S:1:pos:R:3:forces:R:3
N -0.502 -1.395 1.333 -2.2 4.2 3.1
S -1.001 -2.080 0.109 0.5 -4.4 -7.8
O -1.105 -1.245 -1.112 -0.3 -1.1 2.4
O -1.946 -3.161 0.255 0.3 0.9 0.2
F 0.379 -2.860 -0.175 0.0 -0.3 0.1
S -1.703 -0.187 1.289 -0.8 6.4 2.0
O -3.128 -0.435 0.992 2.9 -0.5 -0.8
O -1.144 1.192 0.976 -1.3 -4.6 0.1
F -1.919 0.003 2.854 0.9 -0.6 0.8
C -7.178 -2.068 -1.620 -1.1 -0.5 -1.3
N -8.415 -2.245 -0.819 -2.1 -0.5 2.0
O -9.279 -3.138 -1.036 2.5 1.7 -0.2
O -8.554 -1.418 0.075 0.1 -0.5 -0.5
H -7.314 -2.821 -2.395 0.7 0.1 -0.1
H -6.243 -2.127 -1.062 -0.4 -0.2 0.3
H -7.317 -1.070 -2.034 0.3 -0.1 -0.1
C -4.216 -6.934 -2.702 -1.0 -0.1 -0.9
N -3.034 -7.112 -3.650 1.5 2.0 4.4
O -2.018 -6.477 -3.333 -1.1 -0.5 -0.8
O -3.119 -7.905 -4.510 -0.4 -1.6 -2.2
H -4.294 -5.914 -2.327 0.3 -0.1 -0.4
H -4.280 -7.603 -1.844 1.1 -0.2 -0.2
H -5.043 -7.252 -3.336 -0.3 0.5 0.1
O -2.709 4.356 -5.996 2.2 2.3 -2.3
S -1.738 5.146 -6.822 0.1 -3.0 1.4
O -1.695 6.574 -6.870 -0.3 -0.6 0.0
O -0.202 4.738 -6.283 -1.7 1.6 -1.3
C 0.134 3.413 -5.966 0.4 -1.6 0.9
C -0.190 3.066 -4.548 -1.5 0.6 1.6
C -1.726 4.441 -8.546 -0.1 -0.3 0.9
H 1.217 3.298 -5.995 0.1 0.4 -0.9
H -0.337 2.680 -6.621 0.1 0.1 -0.4
H -1.259 2.931 -4.383 -0.1 -0.6 -0.3
H -0.060 3.922 -3.886 0.7 0.2 -0.1
H 0.355 2.235 -4.100 0.0 -0.1 -0.4
H -0.784 4.653 -9.050 -0.1 0.3 0.2
H -2.595 4.744 -9.130 0.1 0.5 0.3
H -1.835 3.361 -8.442 0.2 0.0 0.2
O 0.079 -2.044 -11.308 2.3 1.2 2.2
S 1.004 -1.417 -10.343 -0.4 -0.2 0.8
O 0.881 -0.022 -9.957 -0.1 -1.2 -0.8
O 0.909 -2.287 -8.928 -0.8 -0.3 -3.3
C 1.611 -1.861 -7.809 1.4 2.2 0.8
C 1.019 -2.506 -6.626 -0.9 -1.0 1.5
C 2.769 -1.687 -10.769 -1.0 -1.3 -0.4
H 1.601 -0.772 -7.756 -0.7 0.2 0.2
H 2.693 -1.985 -7.855 0.2 -1.0 -0.4
H 1.556 -2.397 -5.683 0.5 0.3 -0.3
H 0.919 -3.582 -6.769 0.1 -0.1 -0.2
H 0.020 -2.152 -6.373 -0.1 0.2 -0.4
H 3.480 -1.294 -10.042 -0.4 0.6 -0.2
H 2.897 -1.423 -11.819 0.1 0.6 0.3
H 2.915 -2.767 -10.762 -0.2 -0.2 0.1
O -4.837 5.768 2.765 0.1 0.6 0.3
S -5.503 5.726 4.030 -1.8 -0.2 2.4
O -6.030 6.959 4.727 1.2 -4.0 -2.4
O -6.737 4.591 3.829 0.0 3.4 1.5
C -6.471 3.306 3.363 0.6 -0.9 -1.6
C -6.560 2.256 4.417 -0.4 -0.4 0.7
C -4.452 4.769 5.223 -0.5 0.7 -1.0
H -5.563 3.360 2.761 0.3 -0.5 0.2
H -7.246 3.020 2.652 -0.2 0.5 -0.2
H -6.560 1.249 3.999 0.5 0.1 -0.2
H -7.568 2.318 4.827 0.0 0.2 0.4
H -5.835 2.341 5.227 0.0 -0.1 -0.1
H -4.986 4.498 6.133 -0.1 0.6 -0.1
H -3.604 5.441 5.351 0.0 -0.3 0.4
H -4.164 3.836 4.738 0.1 0.3 -0.3
O 2.299 7.069 -0.786 -0.2 0.1 3.9
S 2.270 7.070 0.698 0.4 1.1 -0.6
O 3.070 6.140 1.485 -1.1 0.7 -1.0
O 2.748 8.610 1.203 -1.2 -1.8 -2.9
C 3.199 8.832 2.491 0.0 1.2 1.5
C 2.382 10.014 3.117 0.4 -0.2 0.5
C 0.519 7.215 1.323 1.2 0.3 -0.7
H 4.250 9.103 2.390 0.1 0.1 0.3
H 3.157 7.926 3.094 -0.2 0.0 0.1
H 2.418 10.004 4.206 0.1 -0.4 0.1
H 1.324 10.008 2.855 0.1 -0.3 -0.2
H 2.750 11.018 2.905 0.2 -0.2 -0.6
H 0.274 8.224 0.993 -0.3 -0.3 -0.3
H 0.496 7.254 2.412 0.3 -0.5 -0.1
H -0.095 6.431 0.880 0.1 0.1 0.1
O 7.034 -0.035 -2.161 -1.9 -1.4 -0.2
S 5.651 -0.514 -2.271 -0.4 1.6 -0.8
O 4.885 -0.221 -3.509 1.9 -1.7 2.4
O 5.554 -2.153 -1.886 -0.4 2.1 -0.8
C 6.153 -2.538 -0.636 0.9 -0.4 0.5
C 5.705 -3.914 -0.175 -0.9 -0.2 0.0
C 4.683 0.340 -0.982 0.1 -1.0 0.0
H 5.929 -1.811 0.144 0.0 0.1 -0.1
H 7.234 -2.575 -0.766 0.1 0.3 -0.1
H 5.831 -4.709 -0.909 0.3 0.2 -0.1
H 4.651 -3.932 0.103 -0.2 0.2 -0.2
H 6.214 -4.208 0.742 0.4 0.2 -0.1
H 5.123 0.218 0.007 0.1 0.0 -0.2
H 3.689 -0.108 -0.989 0.0 0.1 -0.1
H 4.639 1.399 -1.236 0.1 -0.2 -0.3
O -3.988 -6.789 3.342 -2.7 1.2 1.6
S -5.065 -6.219 4.197 -0.2 -1.5 0.6
O -5.895 -7.107 5.075 2.5 2.5 -2.1
O -4.351 -5.068 5.144 -0.5 -1.0 -1.0
C -3.333 -4.222 4.495 0.3 -0.4 0.4
C -2.461 -3.571 5.552 0.0 0.6 -0.4
C -6.252 -5.121 3.270 1.2 -0.9 0.1
H -3.835 -3.453 3.907 -0.1 0.0 0.0
H -2.685 -4.792 3.829 -0.4 -0.4 0.0
H -2.098 -4.186 6.376 -0.5 -0.3 -0.1
H -2.954 -2.669 5.915 0.1 -0.1 0.3
H -1.567 -3.256 5.015 0.1 0.2 0.0
H -6.764 -4.550 4.045 0.3 0.2 -0.3
H -6.969 -5.653 2.645 0.2 -0.5 0.4
H -5.591 -4.591 2.585 -0.2 0.6 0.3
O 5.801 0.989 3.552 0.1 0.7 0.7
S 5.184 1.607 4.702 -0.7 0.3 0.7
O 5.168 0.877 5.980 0.0 1.8 -2.3
O 5.806 3.159 4.987 -0.9 -2.2 0.4
C 6.734 3.733 4.075 0.3 1.1 -0.4
C 6.906 5.221 4.461 -0.1 -0.4 0.2
C 3.478 2.132 4.168 1.3 0.3 0.9
H 6.359 3.704 3.052 -0.1 -0.3 0.0
H 7.684 3.201 4.121 0.0 0.0 0.0
H 7.413 5.334 5.420 0.0 -0.1 0.0
H 5.948 5.734 4.539 -0.1 -0.2 0.0
H 7.481 5.767 3.712 0.1 -0.2 -0.1
H 3.012 1.307 3.630 0.0 0.1 0.3
H 3.569 3.030 3.557 0.3 -0.3 -0.3
H 3.003 2.483 5.084 -0.3 -0.5 0.0
O 2.234 -6.782 5.388 2.0 0.7 -2.0
S 3.227 -6.338 4.384 -0.6 -0.1 0.3
O 4.665 -6.620 4.531 -3.0 0.3 -0.5
O 2.762 -6.948 2.866 2.1 1.1 2.3
C 1.405 -6.864 2.413 0.0 1.8 1.2
C 1.422 -7.344 1.045 -0.5 -2.7 -1.9
C 3.017 -4.508 4.115 0.1 -0.7 -0.5
H 1.095 -5.823 2.328 -0.2 0.3 0.8
H 0.816 -7.408 3.152 -0.4 -0.1 -0.5
H 1.802 -6.756 0.209 0.3 0.6 0.7
H 0.432 -7.650 0.708 -0.3 0.2 0.2
H 1.968 -8.287 1.071 0.2 -0.1 -0.4
H 3.762 -4.257 3.360 -0.2 -0.1 -0.1
H 3.174 -3.840 4.962 0.2 -0.8 0.5
H 2.006 -4.306 3.763 0.1 -0.3 -0.2
```
Forces are in eV/Å.

Calculated values
- multiplicity = 1
- DFT total energy (Ha) = -7785.742751
- net charge = -1
- HOMO energy (Ha) = -0.2836
- energy relative to the best compared isomer or geometry (same formula, charge and spin) (kcal/mol) = 78.2